Density functional theory data (ωB97M-V/def2-TZVPD) for a 3-piece molecular cluster, C22H54N7O4P2 overall.

Output
- Kohn-Sham gap (eV) = 6.218
- E (eV) = -60867.3510
- HOMO energy (eV) = -9.38
- E_LUMO (eV) = -3.17

```
! wB97M-V def2-TZVPD RIJCOSX def2/J DEFGRID3
* xyz 1 1
C 4.039 7.290 2.398
C 3.241 6.401 3.178
C 2.171 5.330 3.888
C 1.009 4.949 2.796
N 1.392 3.784 1.889
C 0.556 2.513 2.149
C 0.015 2.856 3.692
C -0.469 4.424 3.378
O -0.730 5.160 4.624
C -1.979 5.935 4.570
C -2.200 6.815 3.206
C -3.469 6.166 2.345
O -2.642 8.178 3.639
H 4.311 8.195 1.680
H 1.762 5.905 4.849
H 2.771 4.384 4.292
H 0.699 5.846 2.089
H 2.395 3.496 1.820
H 0.993 4.114 0.964
H 1.330 1.636 2.025
H -0.265 2.535 1.302
H 0.812 2.831 4.559
H -0.968 2.229 3.791
H -1.329 4.233 2.607
H -1.915 6.723 5.466
H -2.952 5.299 4.795
H -1.245 6.971 2.549
H -4.445 6.169 3.015
H -3.284 5.030 2.050
H -3.630 6.733 1.319
H -3.503 8.073 4.177
O -1.585 1.285 -0.530
P -2.407 0.742 -1.725
N -3.598 0.123 -0.660
C -4.207 -1.196 -0.646
C -4.436 1.119 -0.001
N -1.258 -0.512 -2.047
C -1.538 -1.939 -2.072
C 0.110 -0.328 -1.542
N -3.351 0.118 -3.099
C -2.632 0.368 -4.376
C -4.675 0.740 -3.302
H -4.727 -1.448 -1.575
H -4.954 -1.308 0.149
H -3.474 -1.974 -0.432
H -5.133 1.589 -0.698
H -3.820 1.915 0.436
H -5.020 0.702 0.828
H -1.534 -2.370 -1.067
H -0.775 -2.469 -2.654
H -2.483 -2.181 -2.565
H 0.166 -0.533 -0.466
H 0.466 0.690 -1.729
H 0.821 -0.992 -2.048
H -2.486 1.442 -4.536
H -3.186 -0.044 -5.227
H -1.648 -0.108 -4.406
H -4.606 1.831 -3.317
H -5.396 0.448 -2.536
H -5.128 0.405 -4.244
O 1.021 -4.586 -2.109
P 2.533 -4.701 -1.793
N 2.569 -6.297 -2.417
C 3.148 -7.490 -1.825
C 2.440 -6.413 -3.866
N 2.250 -4.788 -0.088
C 2.668 -5.869 0.791
C 0.975 -4.260 0.419
N 4.270 -4.833 -1.430
C 4.749 -3.603 -0.746
C 5.161 -4.967 -2.600
H 4.222 -7.407 -1.633
H 3.032 -8.376 -2.460
H 2.646 -7.762 -0.897
H 3.336 -6.062 -4.383
H 1.595 -5.814 -4.228
H 2.242 -7.440 -4.194
H 1.969 -6.708 0.763
H 2.713 -5.521 1.830
H 3.676 -6.230 0.575
H 0.154 -4.962 0.232
H 0.733 -3.298 -0.046
H 1.016 -4.070 1.498
H 4.611 -2.723 -1.385
H 5.811 -3.687 -0.484
H 4.227 -3.413 0.195
H 4.958 -4.194 -3.347
H 5.078 -5.944 -3.080
H 6.216 -4.898 -2.303
*
```